17
Properties=species:S:1:pos:R:3 method="wB97M-V/def2-TZVPD" total_charge=+1 relative_energy_kj_mol=55.4 lumo_ha=-0.1123 spin_multiplicity=1
C -1.553 -0.175 0.449
N -0.250 -0.448 -0.229
H -1.497 -0.435 1.498
H -1.866 0.848 0.276
H -2.339 -0.790 0.003
H 0.160 -1.345 0.048
H 0.416 0.280 0.053
H -0.436 -0.270 -1.242
H -0.370 1.282 -3.148
H -0.806 2.151 -1.995
O -0.064 1.609 -2.291
H 0.984 1.095 2.528
H 0.611 2.363 1.725
O 0.496 1.411 1.768
H 2.032 -2.949 -0.493
H 2.562 -2.378 0.877
O 1.919 -2.247 0.174

***

15
Properties=species:S:1:pos:R:3 method="wB97M-V/def2-TZVPD" relative_energy_kj_mol=42.4 lumo_ha=0.0340 smiles="CC(C)NC=O" spin_multiplicity=1
C 1.735 -0.131 -0.364
C 0.292 0.343 -0.154
C -0.685 -0.015 -1.287
N -0.190 -0.199 1.116
C -1.420 0.114 1.590
O -2.142 0.976 1.123
H 2.071 0.035 -1.392
H 1.849 -1.203 -0.154
H 2.423 0.404 0.301
H 0.298 1.435 -0.049
H -1.711 0.205 -0.980
H -0.625 -1.075 -1.558
H -0.485 0.593 -2.174
H 0.310 -0.973 1.529
H -1.720 -0.509 2.452

***

14
Properties=species:S:1:pos:R:3 method="wB97M-V/def2-TZVPD" relative_energy_kj_mol=486.6 lumo_ha=-0.0303 smiles="S=CNN1C[C@H]1C=S" spin_multiplicity=1
C -2.340 -0.886 0.460
C 0.633 1.359 -0.215
C 0.917 -0.027 -0.327
C 2.048 -0.572 0.312
H -1.942 -1.528 1.462
H -1.752 0.871 -0.890
H 1.351 2.030 0.358
H 0.308 2.004 -1.105
H 0.909 -0.395 -1.417
H 2.196 -0.375 1.350
N -1.506 0.192 -0.067
N -0.253 0.448 0.470
S -3.747 -1.397 -0.226
S 3.177 -1.724 -0.164

***

28
Properties=species:S:1:pos:R:3 method="wB97M-V/def2-TZVPD" total_charge=+1 lumo_ha=-0.1137 spin_multiplicity=1
Sc 0.245 1.035 -0.384
N 4.171 2.145 0.004
C 2.854 2.048 0.104
O 2.273 0.959 -0.113
C 2.041 3.255 0.486
C 0.701 3.220 -0.303
H 4.722 1.343 -0.267
H 4.657 3.005 0.204
H 2.615 4.179 0.339
H 1.833 3.160 1.560
H 0.887 3.722 -1.271
H -0.020 3.855 0.234
C -3.854 -0.037 0.488
O -2.653 0.029 1.272
C -1.548 0.469 0.736
O -1.615 0.832 -0.511
H -4.402 -0.913 0.823
H -3.597 -0.114 -0.570
H -4.438 0.867 0.655
C -0.236 -4.652 -0.278
C -1.078 -3.375 -0.395
C -0.299 -2.202 -0.623
N 0.296 -1.226 -0.766
H -0.903 -5.500 -0.153
H 0.424 -4.602 0.584
H 0.362 -4.812 -1.171
H -1.640 -3.213 0.533
H -1.797 -3.477 -1.216

***

98
Properties=species:S:1:pos:R:3 method="wB97M-V/def2-TZVPD" total_charge=+1 relative_energy_kj_mol=20.9 lumo_ha="-0.1342 / -0.1357" spin_multiplicity=2
Re 0.177 -0.463 -0.421
C -0.084 -0.199 1.676
Si 1.472 -0.831 2.529
C 2.768 -0.401 1.208
N 2.364 -0.780 -0.190
C 3.131 0.097 -1.135
C 4.645 0.011 -0.976
C 5.128 -1.450 -0.925
C 3.998 -2.382 -1.336
C 2.776 -2.226 -0.441
C 1.431 -2.651 2.941
C 2.621 -3.382 3.029
C 2.620 -4.717 3.401
C 1.419 -5.347 3.704
C 0.230 -4.637 3.636
C 0.239 -3.300 3.261
C 1.910 0.131 4.077
C 2.308 1.472 4.033
C 2.610 2.176 5.188
C 2.520 1.546 6.422
C 2.135 0.217 6.490
C 1.838 -0.482 5.329
H -0.350 0.790 2.049
H -0.960 -0.823 1.893
H 3.777 -0.764 1.411
H 2.832 0.693 1.230
H 2.785 1.121 -0.986
H 2.848 -0.204 -2.141
H 4.972 0.565 -0.095
H 5.078 0.531 -1.833
H 5.462 -1.707 0.084
H 5.990 -1.591 -1.576
H 4.312 -3.425 -1.273
H 3.723 -2.212 -2.381
H 2.971 -2.668 0.534
H 1.939 -2.748 -0.878
H 3.571 -2.903 2.813
H 3.551 -5.265 3.463
H 1.413 -6.389 3.997
H -0.709 -5.122 3.867
H -0.704 -2.776 3.197
H 2.410 1.986 3.084
H 2.924 3.210 5.128
H 2.758 2.090 7.326
H 2.068 -0.279 7.449
H 1.546 -1.523 5.401
O 0.722 -2.095 -2.749
S 0.415 -0.924 -3.532
O -0.729 -0.942 -4.398
N 0.298 0.235 -2.401
C -0.095 1.534 -2.692
C -0.483 2.076 -3.895
C -0.759 3.456 -3.985
C -0.621 4.288 -2.909
C -0.213 3.756 -1.663
C 0.020 4.542 -0.515
C 0.466 3.932 0.622
C 0.611 2.537 0.646
N 0.354 1.749 -0.381
C 0.003 2.371 -1.557
C 1.823 -0.567 -4.538
C 2.561 0.602 -4.446
C 3.662 0.773 -5.273
C 4.015 -0.217 -6.178
C 3.267 -1.384 -6.264
C 2.166 -1.564 -5.444
H -0.584 1.458 -4.776
H -1.070 3.855 -4.941
H -0.804 5.351 -2.994
H -0.133 5.613 -0.558
H 0.688 4.490 1.520
H 0.933 2.064 1.562
H 2.286 1.381 -3.745
H 4.241 1.685 -5.210
H 4.875 -0.080 -6.820
H 3.540 -2.155 -6.970
H 1.578 -2.471 -5.505
C -3.719 1.314 -0.993
C -3.499 0.395 -2.207
C -2.796 -0.803 -1.618
O -1.924 -0.210 -0.595
C -2.723 0.814 0.060
H -4.734 1.225 -0.612
H -3.548 2.360 -1.243
H -2.859 0.865 -2.950
H -4.432 0.116 -2.693
H -2.172 -1.365 -2.301
H -3.470 -1.486 -1.100
H -2.039 1.577 0.429
H -3.217 0.339 0.909
C 0.010 -4.880 0.030
S -1.104 -3.523 -0.108
O -1.959 -3.472 1.038
O -1.694 -3.534 -1.410
O -0.089 -2.325 0.011
H -0.597 -5.782 0.080
H 0.597 -4.768 0.939
H 0.633 -4.896 -0.859

***

104
Properties=species:S:1:pos:R:3 method="wB97M-V/def2-TZVPD" total_charge=+4 lumo_ha="-0.4934 / -0.4661" spin_multiplicity=3
Mo -0.422 -0.123 0.204
C -1.681 1.348 2.079
C -0.411 1.929 1.897
C 0.533 1.868 2.929
C 0.224 1.227 4.120
C -1.025 0.638 4.293
C -1.974 0.698 3.278
H -2.500 1.604 1.412
H -0.254 2.655 1.107
H 1.474 2.395 2.829
H 0.933 1.241 4.938
H -1.287 0.187 5.243
H -2.977 0.334 3.469
N -3.522 -1.420 1.191
C -3.091 -1.903 0.020
N -3.922 -2.619 -0.689
C -3.481 -3.169 -1.826
N -4.318 -3.792 -2.615
N -2.152 -3.155 -2.163
C -1.391 -2.425 -1.429
N -1.794 -1.633 -0.382
C 0.069 -2.529 -1.548
C 0.683 -3.529 -2.277
C 2.041 -3.752 -2.093
C 2.723 -2.959 -1.180
C 2.050 -1.935 -0.541
N 0.743 -1.703 -0.726
H -4.458 -1.690 1.462
H -2.883 -1.122 1.906
H -5.294 -3.867 -2.368
H -3.986 -4.256 -3.448
H 0.077 -4.141 -2.931
H 2.549 -4.544 -2.629
H 3.772 -3.121 -0.973
H 2.581 -1.282 0.139
C -4.586 0.448 -1.836
C -3.871 1.283 -0.770
C -4.802 2.348 -0.193
C -2.580 1.938 -1.285
C -2.714 2.550 -2.688
O -1.884 1.697 -3.512
C -1.183 0.924 -2.736
N -1.459 0.953 -1.458
C -0.071 0.215 -3.374
C -0.218 -0.355 -4.632
C 0.892 -0.880 -5.279
C 2.144 -0.794 -4.686
C 2.300 -0.194 -3.439
C 1.195 0.309 -2.773
P 1.244 1.264 -1.220
C 0.866 2.931 -1.859
C 0.337 3.939 -1.052
C 0.188 5.225 -1.544
C 0.570 5.522 -2.845
C 1.099 4.525 -3.654
C 1.243 3.232 -3.174
C 2.904 1.399 -0.520
C 3.903 2.107 -1.194
C 5.121 2.336 -0.575
C 5.345 1.895 0.724
C 4.353 1.197 1.402
C 3.141 0.947 0.782
H -5.258 -0.264 -1.357
H -3.886 -0.116 -2.462
H -5.203 1.069 -2.485
H -3.572 0.606 0.033
H -5.118 3.048 -0.969
H -4.333 2.926 0.607
H -5.701 1.882 0.210
H -2.264 2.704 -0.571
H -2.316 3.560 -2.757
H -3.726 2.538 -3.082
H -1.191 -0.361 -5.108
H 0.783 -1.320 -6.261
H 3.015 -1.171 -5.208
H 3.289 -0.079 -3.010
H 0.048 3.743 -0.028
H -0.213 6.002 -0.905
H 0.459 6.527 -3.229
H 1.408 4.747 -4.666
H 1.653 2.474 -3.826
H 3.734 2.487 -2.193
H 5.890 2.878 -1.109
H 6.288 2.100 1.213
H 4.531 0.868 2.418
H 2.359 0.412 1.312
N 0.241 -1.083 1.809
C 0.674 -1.816 2.622
N 1.161 -2.601 3.490
C 0.338 -3.529 4.326
C 1.070 -3.813 5.637
C 1.718 -2.533 6.167
C 2.828 -2.042 5.214
C 2.619 -2.574 3.792
H 0.170 -4.449 3.764
H -0.626 -3.056 4.514
H 1.826 -4.588 5.502
H 0.341 -4.204 6.346
H 2.134 -2.714 7.156
H 0.948 -1.765 6.283
H 3.805 -2.395 5.546
H 2.862 -0.951 5.202
H 2.976 -3.599 3.703
H 3.136 -1.962 3.053

***

6
Properties=species:S:1:pos:R:3 method="wB97M-V/def2-TZVPD" relative_energy_kj_mol=238.1 lumo_ha=-0.0366 spin_multiplicity=1
O 1.354 -0.171 0.290
Si -0.196 -0.408 0.177
Cl -0.635 -1.683 -1.490
Cl -0.843 2.359 -0.301
Cl -1.483 -0.486 1.638
H 1.804 0.389 -0.315

***

38
Properties=species:S:1:pos:R:3 method="wB97M-V/def2-TZVPD" relative_energy_kj_mol=181.3 lumo_ha=0.0299 spin_multiplicity=1
C -0.415 -0.835 -1.291
C -1.154 -0.087 -0.506
C -2.321 0.636 -1.092
C 1.315 3.459 0.906
C 1.749 -1.660 -2.395
C 2.355 -1.297 -0.065
C -0.888 -1.216 1.726
C -2.454 0.854 1.505
C 0.133 2.521 0.583
C 0.000 1.126 1.393
C 1.201 -1.665 -1.001
C -1.109 0.149 0.966
P 0.563 -3.350 -0.703
H -0.765 -0.960 -2.331
H -2.165 1.630 -1.205
H -2.308 0.238 -2.099
H -3.293 0.340 -0.653
H 1.321 4.292 0.261
H 1.219 3.761 1.857
H 2.250 2.981 0.630
H 2.126 -0.685 -2.609
H 1.243 -2.031 -3.273
H 2.717 -2.067 -2.417
H 3.258 -1.858 -0.296
H 2.648 -0.152 -0.255
H 2.119 -1.510 1.080
H -0.010 -1.393 2.319
H -1.736 -1.545 2.215
H -0.676 -1.959 0.959
H -2.184 1.406 2.417
H -3.133 0.078 1.718
H -3.014 1.517 0.881
H -0.810 2.999 0.687
H 0.069 2.179 -0.558
H -0.170 1.167 2.474
H 1.054 0.570 1.322
H 1.568 -4.125 -1.317
H -0.305 -3.508 -1.835

***

45
Properties=species:S:1:pos:R:3 method="wB97M-V/def2-TZVPD" total_charge=+2 relative_energy_kj_mol=0.0 lumo_ha="-0.2629 / -0.3487" spin_multiplicity=5
Pt 0.324 0.128 0.030
O 1.104 1.560 3.976
C 0.838 1.488 2.787
N 0.522 0.328 2.179
C 0.646 -0.734 2.997
O 0.923 -0.637 4.180
C 0.394 -2.048 2.303
C 0.557 -3.232 3.002
C 0.276 -4.419 2.340
C -0.173 -4.369 1.031
C -0.298 -3.135 0.405
N -0.002 -1.999 1.028
C 0.869 2.663 1.848
C 1.336 3.886 2.302
C 1.417 4.926 1.387
C 1.014 4.706 0.080
C 0.545 3.449 -0.284
N 0.481 2.453 0.592
H 0.891 -3.202 4.030
H 0.401 -5.367 2.847
H -0.425 -5.270 0.490
H -0.646 -3.065 -0.615
H 1.630 3.997 3.337
H 1.798 5.892 1.689
H 1.059 5.494 -0.659
H 0.218 3.244 -1.294
N -3.908 0.952 -0.957
C -2.960 1.025 -0.021
N -1.876 0.435 -0.486
C -2.230 0.019 -1.743
N -3.463 0.324 -2.049
C -1.295 -0.693 -2.602
C -1.576 -1.040 -3.927
N -0.675 -1.665 -4.658
C 0.490 -1.986 -4.117
C 0.770 -1.669 -2.790
N -0.122 -1.014 -2.057
H -4.856 1.298 -0.933
H -3.081 1.475 0.951
H -2.533 -0.801 -4.376
H 1.217 -2.492 -4.740
H 1.705 -1.955 -2.325
O 3.696 0.189 -2.579
C 2.908 0.344 -1.737
N 2.087 0.516 -0.863

***

23
Properties=species:S:1:pos:R:3 method="wB97M-V/def2-TZVPD" total_charge=+1 relative_energy_kj_mol=201.9 lumo_ha=-0.1182 spin_multiplicity=1
C 1.212 0.395 -1.506
C 0.763 -0.856 -1.439
C 1.461 -2.056 -2.023
C 0.359 1.629 -1.374
H 2.238 0.558 -1.814
H -0.205 -1.056 -0.981
H 1.797 -2.745 -1.248
H 0.745 -2.627 -2.608
H 2.315 -1.766 -2.630
H -0.687 1.347 -1.249
H 0.423 2.207 -2.297
H 0.644 2.278 -0.547
C -0.309 0.405 1.588
C -1.629 0.214 1.663
N -2.570 1.124 1.347
N 0.626 -0.713 1.721
H 0.180 1.320 1.313
H -1.981 -0.730 2.071
H -3.515 0.819 1.197
H -2.290 1.949 0.843
H 1.257 -0.666 2.526
H 1.202 -0.737 0.864
H 0.147 -1.613 1.781

***

47
Properties=species:S:1:pos:R:3 method="wB97M-V/def2-TZVPD" total_charge=-1 lumo_ha="0.0784 / 0.0460" spin_multiplicity=2
Cd 0.561 -0.799 0.482
S 2.096 -2.738 -0.220
O 0.662 -2.575 -0.258
O 2.437 -3.567 0.915
O 2.512 -3.151 -1.545
O 2.437 -1.328 0.100
S 0.757 -2.177 3.425
O 0.552 -3.571 3.066
O 2.193 -2.149 3.464
O 0.338 -1.380 2.275
O 0.087 -1.880 4.688
C 2.597 0.204 -3.097
O 1.294 0.073 -3.554
C 0.236 0.091 -2.737
O 0.260 0.045 -1.486
O -0.928 0.094 -3.432
C -1.038 0.026 -4.831
H 3.165 0.883 -3.733
H 3.076 -0.761 -3.261
H 2.713 0.528 -2.063
H -0.724 1.006 -5.189
H -2.081 -0.166 -5.081
H -0.338 -0.698 -5.249
C 0.603 1.902 3.880
O 0.660 2.738 2.739
C 0.801 2.318 1.488
O 0.850 1.146 1.139
O 0.838 3.480 0.719
C 1.326 3.406 -0.628
H 0.361 2.555 4.719
H 1.574 1.425 4.010
H -0.219 1.186 3.906
H 2.064 2.613 -0.746
H 1.690 4.296 -1.140
H 0.470 3.046 -1.198
C -3.424 -0.668 -1.580
O -3.712 -0.655 -0.218
C -2.725 -0.563 0.695
O -1.547 -0.349 0.396
O -3.233 -0.624 1.986
C -2.427 -0.374 3.088
H -4.098 -1.249 -2.208
H -2.482 -1.126 -1.881
H -3.430 0.309 -2.064
H -2.010 -1.264 3.560
H -3.099 0.054 3.832
H -1.694 0.390 2.829

***

25
Properties=species:S:1:pos:R:3 method="wB97M-V/def2-TZVPD" total_charge=+1 relative_energy_kj_mol=0.0 lumo_ha=-0.1093 spin_multiplicity=1
Rb -18.754 -27.397 13.122
C -20.144 -28.287 17.852
C -20.684 -27.853 16.532
O -19.992 -27.219 15.726
N -21.973 -28.125 16.305
C -22.646 -27.758 15.073
H -20.748 -29.043 18.358
H -20.111 -27.412 18.504
H -19.136 -28.678 17.752
H -22.444 -28.714 16.970
H -22.288 -28.347 14.228
H -22.513 -26.695 14.882
H -23.710 -27.946 15.191
C -15.095 -25.981 9.579
C -16.502 -26.238 10.029
O -16.746 -26.754 11.122
N -17.470 -25.898 9.168
C -18.870 -26.091 9.466
H -14.616 -26.940 9.367
H -14.534 -25.518 10.388
H -15.025 -25.374 8.680
H -17.224 -25.404 8.328
H -19.061 -27.132 9.729
H -19.453 -25.847 8.584
H -19.202 -25.442 10.283